Molecular formula: C43H34N2P2ReTe
Method: DFT, wB97M-V/def2-TZVPD

Last column: Löwdin charge in e.
CARTESIAN COORDINATES (ANGSTROEM)
Re1 -0.344 0.981 0.807  0.886
Te1 1.107 3.087 2.142  1.656
C1 2.670 4.173 1.192  -0.438
C2 2.487 4.979 0.087  -0.095
C3 3.601 5.638 -0.422  -0.127
N1 4.825 5.530 0.091  0.086
C4 4.974 4.746 1.160  -0.129
C5 3.931 4.048 1.753  -0.125
C6 2.062 1.175 1.955  -0.707
P1 1.894 0.558 0.208  0.810
C7 2.549 1.686 -1.046  -0.364
C8 1.707 2.232 -2.008  -0.101
C9 2.232 3.036 -3.014  -0.064
C10 3.594 3.293 -3.056  -0.066
C11 4.441 2.744 -2.099  -0.066
C12 3.922 1.937 -1.104  -0.082
C13 2.915 -0.908 -0.004  -0.373
C14 2.568 -1.813 -1.005  -0.084
C15 3.392 -2.896 -1.265  -0.064
C16 4.551 -3.079 -0.519  -0.063
C17 4.886 -2.184 0.487  -0.061
C18 4.068 -1.093 0.748  -0.095
P2 0.729 0.058 2.636  0.721
C19 1.359 -1.619 2.756  -0.359
C20 2.384 -1.907 3.663  -0.080
C21 2.913 -3.184 3.728  -0.064
C22 2.421 -4.180 2.889  -0.060
C23 1.398 -3.901 1.997  -0.059
C24 0.867 -2.619 1.930  -0.090
C25 0.286 0.599 4.299  -0.408
C26 -1.057 0.587 4.674  -0.087
C27 -1.428 1.028 5.935  -0.062
C28 -0.466 1.500 6.820  -0.062
C29 0.871 1.523 6.450  -0.066
C30 1.248 1.069 5.194  -0.122
H1 1.526 5.087 -0.399  0.095
H2 3.498 6.276 -1.292  0.117
H3 5.977 4.670 1.563  0.113
H4 4.127 3.412 2.609  0.099
H5 0.643 2.035 -1.969  0.082
H6 1.575 3.461 -3.761  0.112
H7 4.002 3.919 -3.840  0.113
H8 5.504 2.947 -2.129  0.115
H9 4.588 1.506 -0.365  0.110
H10 1.660 -1.670 -1.581  0.113
H11 3.131 -3.599 -2.046  0.111
H12 5.192 -3.927 -0.721  0.110
H13 5.785 -2.334 1.071  0.112
H14 4.318 -0.397 1.541  0.105
H15 2.769 -1.133 4.316  0.101
H16 3.707 -3.408 4.428  0.111
H17 2.837 -5.178 2.937  0.112
H18 1.016 -4.680 1.350  0.112
H19 0.079 -2.384 1.228  0.070
H20 -1.811 0.244 3.975  0.104
H21 -2.470 1.012 6.227  0.112
H22 -0.762 1.851 7.800  0.112
H23 1.618 1.893 7.139  0.111
H24 2.293 1.084 4.907  0.098
N2 -0.223 2.972 0.623  -0.472
C31 -0.982 4.067 0.097  -0.397
C32 -1.829 3.811 -0.975  -0.049
C33 -2.571 4.838 -1.535  -0.068
C34 -2.479 6.130 -1.031  -0.079
C35 -1.639 6.382 0.043  -0.070
C36 -0.890 5.355 0.604  -0.086
H25 -1.908 2.799 -1.356  0.098
H26 -3.226 4.630 -2.371  0.110
H27 -3.057 6.931 -1.472  0.108
H28 -1.561 7.381 0.452  0.111
H29 -0.239 5.581 1.443  0.085
C37 -1.664 -0.075 0.371  -0.274
C38 -2.754 -0.961 0.009  -0.324
C39 -4.059 -0.473 -0.098  -0.046
C40 -5.092 -1.329 -0.450  -0.070
C41 -4.826 -2.669 -0.703  -0.072
C42 -3.530 -3.159 -0.606  -0.070
C43 -2.498 -2.307 -0.248  -0.052
H30 -4.252 0.574 0.097  0.112
H31 -6.103 -0.951 -0.529  0.108
H32 -5.632 -3.336 -0.981  0.108
H33 -3.325 -4.202 -0.809  0.108
H34 -1.484 -2.680 -0.177  0.093

Computed properties:
Calculated total energy = -2797.175132 Ha
Spin multiplicity = 1
Total charge = +1
E_LUMO = -3.174 eV

***

Molecular formula: C43H35Cl3GeN5O4S3Sn
Method: DFT, wB97M-V/def2-TZVPD

Last column: Mulliken spin population.
CARTESIAN COORDINATES (ANGSTROEM)
Sn1 -2.513 0.674 1.512  0.192
O1 -3.919 3.832 5.275  0.000
C1 -3.599 2.839 4.447  -0.004
O2 -3.799 2.845 3.263  -0.003
C2 -2.968 1.682 5.182  0.007
C3 -2.821 1.688 6.562  -0.001
C4 -2.300 0.561 7.172  0.000
C5 -1.955 -0.525 6.384  0.001
C6 -2.121 -0.426 5.011  -0.008
N1 -2.608 0.659 4.420  0.007
C7 -1.842 -1.569 4.059  0.013
O3 -1.119 -2.596 4.496  -0.002
O4 -2.262 -1.583 2.928  0.032
H1 -4.319 4.544 4.746  0.000
H2 -3.126 2.549 7.136  0.000
H3 -2.184 0.519 8.246  0.000
H4 -1.596 -1.431 6.859  0.000
H5 -0.817 -2.469 5.405  0.001
N2 -2.231 1.063 -0.598  0.059
S1 -1.766 0.603 -1.905  0.009
N3 -0.159 0.794 -2.168  0.005
S2 0.910 -0.224 -1.751  -0.010
N4 0.950 -0.921 -0.369  0.000
S3 0.809 -0.305 1.129  0.018
N5 -0.430 0.297 1.611  0.059
C8 1.304 -1.721 2.084  0.007
C9 1.717 -1.436 3.384  0.000
C10 2.115 -2.477 4.204  0.000
C11 2.079 -3.786 3.736  0.000
C12 1.644 -4.057 2.448  0.000
C13 1.261 -3.021 1.607  -0.002
C14 2.204 0.756 1.357  0.003
C15 2.003 1.943 2.038  -0.002
C16 3.093 2.774 2.263  0.001
C17 4.353 2.401 1.821  0.000
C18 4.544 1.184 1.171  0.001
C19 3.467 0.347 0.945  0.000
C20 2.407 0.631 -2.104  0.000
C21 3.576 -0.123 -2.084  0.000
C22 4.764 0.497 -2.422  0.000
C23 4.768 1.845 -2.776  0.000
C24 3.589 2.576 -2.798  -0.001
C25 2.384 1.968 -2.471  -0.001
C26 0.939 -1.568 -2.898  0.001
C27 0.926 -1.213 -4.245  -0.001
C28 1.018 -2.217 -5.190  0.000
C29 1.118 -3.547 -4.788  0.000
C30 1.136 -3.879 -3.442  0.000
C31 1.054 -2.882 -2.478  0.001
C32 -2.062 -1.118 -2.253  -0.001
C33 -2.052 -1.661 -3.535  0.000
C34 -2.252 -3.024 -3.689  0.000
C35 -2.433 -3.837 -2.579  0.000
C36 -2.390 -3.294 -1.302  -0.004
C37 -2.207 -1.932 -1.134  -0.052
C38 -2.389 1.601 -3.225  0.006
C39 -2.005 2.937 -3.117  0.001
C40 -2.464 3.837 -4.061  0.000
C41 -3.297 3.410 -5.089  0.000
C42 -3.692 2.084 -5.163  0.001
C43 -3.244 1.162 -4.226  0.000
H6 1.749 -0.412 3.740  0.000
H7 2.467 -2.267 5.207  0.000
H8 2.398 -4.597 4.377  0.000
H9 1.609 -5.078 2.091  0.000
H10 0.917 -3.222 0.606  0.000
H11 1.018 2.204 2.394  0.001
H12 2.950 3.712 2.784  0.000
H13 5.200 3.053 1.998  0.000
H14 5.535 0.885 0.854  0.000
H15 3.609 -0.620 0.487  0.000
H16 3.556 -1.175 -1.824  0.000
H17 5.686 -0.069 -2.418  0.000
H18 5.700 2.322 -3.050  0.000
H19 3.602 3.621 -3.077  0.000
H20 1.453 2.516 -2.484  0.002
H21 0.857 -0.173 -4.545  0.000
H22 1.015 -1.965 -6.242  0.000
H23 1.190 -4.328 -5.533  0.000
H24 1.223 -4.913 -3.137  0.000
H25 1.075 -3.121 -1.429  0.000
H26 -1.840 -1.055 -4.401  0.001
H27 -2.258 -3.451 -4.684  0.000
H28 -2.600 -4.898 -2.709  0.000
H29 -2.504 -3.928 -0.432  0.001
H30 -2.156 -1.522 -0.138  0.072
H31 -1.360 3.265 -2.313  -0.003
H32 -2.177 4.878 -3.985  0.000
H33 -3.655 4.119 -5.825  0.000
H34 -4.368 1.759 -5.944  0.000
H35 -3.619 0.153 -4.262  0.000
Cl1 -3.098 4.809 0.599  0.081
Ge1 -1.592 3.435 1.209  0.355
Cl2 -0.833 4.007 3.162  0.092
Cl3 0.064 3.795 -0.117  0.064

Computed properties:
Calculated total energy = -7100.139602 Ha
Spin multiplicity = 2
<S²> = 0.769
Total charge = +2
E_LUMO (spin up / spin down) = -4.828 / -7.272 eV

***

Molecular formula: C43H35N10O4S3Ti
Method: DFT, wB97M-V/def2-TZVPD

Last column: Löwdin charge in e.
CARTESIAN COORDINATES (ANGSTROEM)
Ti1 0.340 -0.848 0.294  1.122
O1 -6.428 -0.505 2.397  0.109
N1 -5.690 -0.096 3.268  -0.331
O2 -6.017 0.228 4.380  0.137
C1 -4.229 -0.135 2.991  -0.039
C2 -3.432 -0.240 4.071  0.100
C3 -2.014 -0.326 3.920  -0.093
C4 -1.124 -0.425 5.005  0.065
C5 0.226 -0.484 4.762  0.020
C6 0.678 -0.446 3.443  -0.066
N2 -0.143 -0.351 2.409  0.002
C7 -1.474 -0.307 2.634  -0.136
C8 -2.328 -0.194 1.486  -0.138
N3 -1.705 -0.172 0.268  0.029
C9 -2.454 0.043 -0.808  -0.126
C10 -3.836 0.191 -0.743  0.010
C11 -4.477 0.111 0.464  0.073
C12 -3.716 -0.084 1.640  -0.035
H1 -3.877 -0.258 5.057  0.149
H2 -1.508 -0.453 6.017  0.145
H3 0.938 -0.571 5.570  0.133
H4 1.738 -0.494 3.222  0.137
H5 -1.953 0.098 -1.762  0.108
H6 -4.387 0.377 -1.654  0.137
H7 -5.550 0.197 0.518  0.127
N4 4.438 0.177 -0.096  0.177
C13 5.230 -0.723 -0.867  -0.219
C14 6.562 -0.435 -1.090  0.005
C15 7.327 -1.293 -1.868  -0.035
C16 6.752 -2.423 -2.422  -0.033
C17 5.408 -2.707 -2.196  -0.069
C18 4.653 -1.853 -1.415  -0.421
S1 2.964 -2.294 -1.100  1.114
N5 2.387 -0.972 -0.149  -0.312
C19 3.150 0.042 0.176  -0.304
C20 2.450 1.170 0.837  -0.186
C21 3.076 2.164 1.560  0.032
C22 2.306 3.200 2.078  0.014
C23 0.944 3.206 1.841  0.007
C24 0.382 2.155 1.133  -0.121
N6 1.117 1.149 0.639  0.005
H8 4.903 1.024 0.195  0.151
H9 7.008 0.455 -0.660  0.128
H10 8.371 -1.071 -2.039  0.125
H11 7.343 -3.095 -3.028  0.126
H12 4.957 -3.595 -2.621  0.122
H13 4.141 2.137 1.746  0.131
H14 2.772 3.987 2.656  0.136
H15 0.309 3.997 2.212  0.128
H16 -0.678 2.128 0.923  0.050
O3 1.290 -4.431 0.122  -0.250
S2 0.217 -3.586 0.505  0.700
O4 0.508 -2.548 1.550  -0.349
N7 -0.225 -2.463 -0.591  -0.214
C25 -0.268 -2.604 -1.989  -0.257
C26 -0.522 -3.735 -2.715  0.039
C27 -0.516 -3.663 -4.125  -0.015
C28 -0.273 -2.483 -4.772  0.017
C29 0.005 -1.308 -4.032  -0.125
C30 0.285 -0.048 -4.604  0.058
C31 0.585 1.011 -3.789  -0.005
C32 0.608 0.836 -2.400  -0.113
N8 0.335 -0.322 -1.819  0.003
C33 0.025 -1.388 -2.632  -0.191
C34 -1.182 -4.548 0.882  -0.292
C35 -2.439 -3.943 0.916  -0.049
C36 -3.548 -4.743 1.107  -0.037
C37 -3.393 -6.120 1.253  -0.019
C38 -2.135 -6.705 1.219  -0.023
C39 -1.008 -5.921 1.023  -0.025
H17 -0.732 -4.674 -2.218  0.131
H18 -0.713 -4.560 -4.696  0.128
H19 -0.282 -2.437 -5.853  0.134
H20 0.260 0.070 -5.680  0.142
H21 0.801 1.987 -4.199  0.123
H22 0.836 1.668 -1.751  0.085
H23 -2.537 -2.872 0.788  0.098
H24 -4.537 -4.307 1.131  0.120
H25 -4.267 -6.743 1.388  0.127
H26 -2.027 -7.775 1.332  0.128
H27 -0.018 -6.352 0.981  0.127
S3 -1.705 3.145 -1.225  0.644
C40 -1.199 4.761 -1.001  -0.829
N9 -1.807 5.546 -0.107  0.017
C41 -1.534 6.977 0.049  -0.148
C42 -0.073 7.235 -0.270  -0.156
C43 0.232 6.681 -1.650  -0.150
N10 -0.182 5.276 -1.702  0.018
H28 -2.630 5.157 0.324  0.126
H29 -1.775 7.261 1.072  0.129
H30 -2.176 7.553 -0.621  0.134
H31 0.561 6.745 0.473  0.115
H32 0.133 8.303 -0.243  0.130
H33 1.297 6.728 -1.868  0.127
H34 -0.295 7.256 -2.415  0.133
H35 0.169 4.696 -2.445  0.119

Computed properties:
Calculated total energy = -4551.427036 Ha
Spin multiplicity = 1
Total charge = +3
E_LUMO = -9.122 eV

***

Molecular formula: C43H36BClN2O6PSn
Method: DFT, wB97M-V/def2-TZVPD

Last column: Löwdin charge in e.
CARTESIAN COORDINATES (ANGSTROEM)
Sn1 0.824 0.206 0.054  1.387
O1 -0.958 1.324 -0.240  -0.200
C1 -2.047 0.864 0.330  -0.392
C2 -3.272 0.904 -0.365  -0.039
C3 -4.433 0.401 0.180  -0.095
C4 -4.446 -0.149 1.463  -0.115
C5 -3.273 -0.152 2.186  -0.060
C6 -2.076 0.336 1.652  -0.161
C7 -0.928 0.468 2.536  -0.044
N1 0.263 0.668 2.117  -0.092
N2 1.231 1.042 3.018  0.086
C8 2.079 1.844 2.391  -0.495
O2 1.986 2.212 1.185  -0.064
C9 3.236 2.323 3.210  -0.157
C10 3.687 1.600 4.312  -0.034
C11 4.798 2.035 5.019  -0.084
C12 5.456 3.199 4.639  -0.106
C13 5.006 3.921 3.542  -0.095
C14 3.905 3.479 2.823  -0.035
H1 -3.271 1.311 -1.365  0.076
H2 -5.347 0.434 -0.402  0.098
H3 -5.359 -0.545 1.888  0.089
H4 -3.261 -0.536 3.201  0.107
H5 -1.097 0.525 3.611  0.134
H6 3.167 0.691 4.585  0.110
H7 5.155 1.462 5.866  0.098
H8 6.323 3.538 5.194  0.092
H9 5.523 4.822 3.235  0.096
H10 3.560 4.005 1.942  0.118
C15 -1.529 -0.253 -6.550  -0.043
C16 -2.661 -0.840 -5.744  -0.259
C17 -3.786 -1.272 -6.448  -0.065
C18 -4.881 -1.840 -5.819  -0.098
C19 -4.875 -1.983 -4.441  -0.097
C20 -3.779 -1.537 -3.724  -0.111
C21 -2.656 -0.975 -4.344  -0.312
P1 -1.400 -0.477 -3.077  1.164
C22 -0.270 0.703 -3.917  -0.317
C23 1.041 0.372 -4.241  -0.124
C24 1.899 1.300 -4.812  -0.087
C25 1.445 2.580 -5.077  -0.088
C26 0.143 2.927 -4.741  -0.055
C27 -0.720 2.014 -4.149  -0.287
C28 -2.110 2.443 -3.763  -0.055
C29 -0.393 -2.005 -2.924  -0.322
C30 -0.108 -2.818 -4.023  -0.097
C31 0.664 -3.958 -3.899  -0.097
C32 1.158 -4.307 -2.647  -0.092
C33 0.853 -3.533 -1.544  -0.069
C34 0.063 -2.381 -1.649  -0.321
C35 -0.289 -1.636 -0.403  -0.214
H11 -1.644 -0.529 -7.599  0.074
H12 -0.556 -0.594 -6.209  0.064
H13 -1.512 0.837 -6.488  0.083
H14 -3.791 -1.166 -7.527  0.103
H15 -5.732 -2.167 -6.404  0.095
H16 -5.719 -2.425 -3.926  0.097
H17 -3.781 -1.616 -2.641  0.094
H18 1.405 -0.623 -4.040  0.058
H19 2.921 1.017 -5.033  0.108
H20 2.102 3.314 -5.526  0.096
H21 -0.209 3.936 -4.927  0.104
H22 -2.302 3.465 -4.090  0.076
H23 -2.222 2.405 -2.679  0.059
H24 -2.875 1.796 -4.200  0.073
H25 -0.498 -2.549 -4.997  0.095
H26 0.883 -4.565 -4.769  0.093
H27 1.771 -5.193 -2.529  0.098
H28 1.233 -3.810 -0.568  0.115
H29 -0.077 -2.262 0.464  0.061
H30 -1.352 -1.392 -0.397  0.043
Cl1 3.161 -1.023 -2.096  0.678
C36 4.335 -0.056 1.110  0.000
C37 3.307 -1.011 1.742  -0.631
O3 3.747 -1.567 2.735  0.052
O4 2.173 -1.200 1.187  -0.119
H31 4.619 0.657 1.880  0.120
H32 5.198 -0.650 0.813  0.152
O5 3.920 0.702 -0.057  -0.084
B1 2.703 0.525 -1.161  -0.997
O6 2.885 1.726 -1.915  0.061
C38 3.958 2.422 -1.506  -0.208
C39 4.435 3.591 -2.054  0.017
C40 5.579 4.165 -1.491  -0.092
C41 6.224 3.578 -0.416  -0.094
C42 5.739 2.389 0.144  -0.001
C43 4.611 1.858 -0.414  -0.149
H33 3.926 4.041 -2.895  0.117
H34 5.965 5.086 -1.907  0.097
H35 7.105 4.038 0.010  0.097
H36 6.234 1.939 0.994  0.121

Computed properties:
Calculated total energy = -3262.054472 Ha
Spin multiplicity = 1
Total charge = -1
E_LUMO = 2.541 eV

***

Molecular formula: C43H36BrFeN7P
Method: DFT, wB97M-V/def2-TZVPD

Last column: Löwdin charge in e.
CARTESIAN COORDINATES (ANGSTROEM)
Fe1 0.039 0.367 -0.571  0.190
C1 -0.909 -2.357 -0.682  -0.176
N1 -0.065 -1.571 0.201  -0.120
C2 1.200 -2.227 0.514  -0.085
C3 2.307 -1.321 0.139  -0.303
N2 2.087 -0.073 -0.122  0.128
C4 3.359 0.515 -0.209  -0.176
C5 3.758 1.839 -0.369  -0.014
C6 5.111 2.108 -0.422  -0.067
C7 6.067 1.088 -0.312  -0.077
C8 5.694 -0.227 -0.121  -0.011
C9 4.330 -0.483 -0.064  -0.174
N3 3.615 -1.654 0.154  0.186
C10 -0.633 -1.909 -2.083  -0.352
N4 0.179 -0.917 -2.356  0.140
C11 0.168 -0.813 -3.758  -0.174
C12 0.858 0.032 -4.627  0.002
C13 0.610 -0.094 -5.979  -0.065
C14 -0.288 -1.048 -6.480  -0.076
C15 -0.954 -1.914 -5.637  -0.012
C16 -0.702 -1.772 -4.279  -0.176
N5 -1.193 -2.462 -3.177  0.187
H1 -1.962 -2.232 -0.421  0.077
H2 -0.688 -3.428 -0.609  0.132
H3 -0.555 -1.284 1.035  0.062
H4 1.296 -3.179 -0.015  0.135
H5 1.277 -2.450 1.583  0.135
H6 3.032 2.631 -0.427  0.073
H7 5.444 3.129 -0.547  0.108
H8 7.118 1.339 -0.360  0.108
H9 6.429 -1.012 -0.010  0.115
H10 3.994 -2.565 0.344  0.172
H11 1.565 0.756 -4.259  0.099
H12 1.123 0.560 -6.671  0.108
H13 -0.453 -1.112 -7.547  0.107
H14 -1.631 -2.667 -6.017  0.113
H15 -1.843 -3.228 -3.189  0.172
Br1 -2.536 0.214 -0.792  1.073
C17 -2.626 1.681 -2.008  -0.513
C18 -3.849 2.097 -2.427  -0.120
C19 -3.912 3.163 -3.351  -0.068
C20 -2.764 3.731 -3.817  -0.025
C21 -1.491 3.286 -3.380  -0.160
C22 -0.304 3.859 -3.895  -0.034
C23 0.906 3.394 -3.473  -0.085
C24 0.980 2.377 -2.495  -0.177
C25 -0.125 1.780 -1.928  -0.219
C26 -1.390 2.240 -2.422  -0.211
H16 -4.752 1.625 -2.066  0.106
H17 -4.878 3.511 -3.692  0.109
H18 -2.809 4.533 -4.544  0.116
H19 -0.376 4.655 -4.625  0.113
H20 1.819 3.811 -3.885  0.110
H21 1.966 2.036 -2.211  0.076
N6 0.455 1.774 2.689  -0.093
P1 -0.087 2.207 1.087  1.089
C27 -1.840 2.684 1.322  -0.383
C28 -2.710 1.971 2.142  -0.123
C29 -4.046 2.333 2.224  -0.079
C30 -4.530 3.400 1.479  -0.075
C31 -3.671 4.111 0.655  -0.070
C32 -2.333 3.756 0.578  -0.098
C33 0.635 3.892 1.149  -0.333
C34 0.394 4.644 2.306  -0.098
C35 0.905 5.923 2.434  -0.063
C36 1.649 6.482 1.402  -0.067
C37 1.866 5.759 0.242  -0.060
C38 1.362 4.469 0.117  -0.090
C39 0.431 0.555 3.329  -0.374
C40 1.257 0.370 4.457  -0.010
C41 1.130 -0.780 5.195  -0.062
C42 0.181 -1.733 4.820  -0.075
C43 -0.554 -1.477 3.687  -0.153
N7 -0.421 -0.380 2.922  0.076
H22 1.134 2.415 3.069  0.085
H23 -2.346 1.131 2.717  0.083
H24 -4.714 1.774 2.867  0.106
H25 -5.573 3.681 1.548  0.107
H26 -4.038 4.948 0.075  0.111
H27 -1.672 4.320 -0.070  0.113
H28 -0.215 4.232 3.102  0.113
H29 0.710 6.490 3.334  0.110
H30 2.041 7.486 1.499  0.110
H31 2.423 6.196 -0.576  0.110
H32 1.503 3.937 -0.809  0.064
H33 1.969 1.137 4.734  0.115
H34 1.750 -0.933 6.069  0.114
H35 0.013 -2.630 5.398  0.104
H36 -1.325 -2.177 3.373  0.112

Computed properties:
Calculated total energy = -6222.471564 Ha
Spin multiplicity = 1
Total charge = +1
E_LUMO (spin up / spin down) = -1.863 / -1.863 eV

***

> The lowest total charge belongs to which entry?

C43H36BClN2O6PSn